# 1
Below is 2 unconnected molecules or ions with the total composition C4H10O2, with properties calculated with ωB97M-V/def2-TZVPD.

Atoms and positions in Å:
C  0.2217  0.2851  -2.1363
C  -0.7344  -0.1148  -1.0048
C  -0.3831  -1.5185  -0.5953
O  0.0469  -1.8685  0.4826
H  0.3635  -0.5433  -2.8436
H  1.2061  0.5479  -1.7363
H  -0.1614  1.1358  -2.7027
H  -0.6903  0.5516  -0.1359
H  -1.7708  -0.1214  -1.3680
H  -0.4897  -2.2719  -1.4027
C  0.6014  0.9173  2.3454
O  -0.6178  0.2339  2.1736
H  1.4199  0.2670  2.6826
H  0.9290  1.4041  1.4170
H  0.4644  1.7005  3.0956
H  -0.4054  -0.6048  1.7287

Atomic forces in eV per Å
0.09 0.04 -0.11
-0.05 -0.05 0.15
0.13 -0.11 0.18
-0.23 0.11 -0.37
-0.06 0.17 0.10
-0.15 -0.04 -0.06
0.05 -0.05 0.11
0.03 -0.13 -0.27
0.15 -0.07 -0.01
0.00 0.01 0.05
0.29 0.26 0.08
0.04 -0.18 0.15
-0.19 0.00 -0.01
0.02 0.01 -0.01
-0.05 -0.11 -0.07
-0.08 0.14 0.10

## Properties
relative energy (zero: lowest compared OMol25 entry of this formula, charge and spin)	113.64	kJ/mol
frontier orbital gap	10.69	eV
2S+1	1
SMILES string	CCC=O.CO

---

# 2
Below is 2 unconnected molecules or ions with the total composition C4H10O2 at a distorted geometry, with properties calculated with ωB97M-V/def2-TZVPD.

Atoms and positions in Å:
C  -1.5346  0.2451  -1.3119
C  -2.6653  0.6867  -2.2066
O  -3.4262  -0.0941  -2.7036
H  -1.7419  -0.7794  -1.0083
H  -1.4525  0.9324  -0.4644
H  -0.5774  0.3774  -1.8142
H  -2.6991  1.7717  -2.4279
C  1.6635  -0.0291  2.1981
C  1.9301  -0.4751  0.7640
O  0.8062  -0.8851  0.0266
H  0.5919  0.0648  2.3670
H  2.0410  -0.7718  2.8899
H  2.1231  0.9359  2.3556
H  2.7000  -1.2407  0.8086
H  2.3091  0.3527  0.1630
H  -0.0678  -1.0915  0.3641

Atomic forces in eV per Å
-0.52 0.73 0.06
0.92 -0.18 0.10
-0.50 0.05 -0.17
0.33 0.01 -0.01
-0.18 -0.19 0.15
0.00 -0.37 -0.21
-0.22 0.01 -0.04
-0.34 -0.18 -0.41
-0.39 0.53 0.43
-0.10 -0.59 -1.54
-0.07 0.14 0.04
0.09 0.07 0.31
0.14 0.17 0.39
-0.04 -0.36 -0.39
0.29 0.04 0.19
0.60 0.12 1.11

## Properties
relative energy (zero: lowest compared OMol25 entry of this formula, charge and spin)	163.82	kJ/mol
frontier orbital gap	10.62	eV
2S+1	1
SMILES string	CC=O.CCO

---

# 3
Below is 2 unconnected molecules or ions with the total composition C4H10O2, with properties calculated with ωB97M-V/def2-TZVPD.

Atoms and positions in Å:
C  -2.4458  0.1058  -0.1913
C  -1.2722  -0.3584  0.2294
O  -1.1291  -1.0107  1.4094
C  -0.0039  -0.2829  -0.5898
O  1.0875  -0.2407  0.3077
C  2.3290  -0.4142  -0.3350
H  -3.3407  -0.0199  0.4080
H  -2.5265  0.6098  -1.1483
H  -0.1747  -1.0573  1.5842
H  0.0836  -1.1784  -1.2279
H  -0.0150  0.6033  -1.2395
H  2.3619  -1.3665  -0.8857
H  2.5307  0.4050  -1.0398
H  3.0996  -0.4191  0.4383
H  0.0186  2.1152  1.1948
H  -0.6032  2.5089  1.0853

Atomic forces in eV per Å
0.10 -0.07 0.07
-0.20 0.10 -0.32
0.11 0.02 0.04
-0.12 0.01 -0.13
0.01 0.01 0.03
0.23 -0.03 -0.09
0.12 0.00 -0.07
0.06 -0.07 0.15
-0.14 -0.03 0.03
-0.02 0.10 0.10
-0.03 -0.12 0.10
-0.02 0.14 0.09
-0.04 -0.10 0.10
-0.10 0.01 -0.12
-0.03 0.08 0.00
0.08 -0.03 0.02

## Properties
relative energy (zero: lowest compared OMol25 entry of this formula, charge and spin)	237.59	kJ/mol
frontier orbital gap	9.64	eV
2S+1	1
SMILES string	C=C(O)COC.[H][H]

---

# 4
Below is C4H10O2 in the gas phase at a distorted geometry, with properties calculated with ωB97M-V/def2-TZVPD.

Atoms and positions in Å:
C  -2.0938  0.3737  0.3718
C  -0.6183  0.0549  0.4579
O  -0.4935  -1.3259  0.7410
C  0.1201  0.3898  -0.8023
C  1.9591  0.1693  -0.3884
O  2.2246  -0.9254  0.4312
H  -2.5714  0.1182  1.3198
H  -2.2515  1.4371  0.1621
H  -2.5582  -0.2171  -0.4253
H  -0.1570  0.6553  1.2589
H  0.4505  -1.4788  0.9084
H  0.0400  1.4450  -1.1134
H  -0.2820  -0.2197  -1.6489
H  2.0715  1.0804  0.1806
H  1.5421  0.0885  -1.3781
H  2.6177  -1.6454  -0.0754

Atomic forces in eV per Å
-0.18 0.01 0.06
-0.35 0.39 0.15
0.13 -0.11 0.19
0.06 0.01 0.93
-3.01 0.33 0.10
-0.14 -0.24 -0.31
-0.08 0.04 -0.09
0.01 -0.15 0.05
0.05 0.07 0.11
-0.20 -0.11 0.08
-0.21 -0.05 -0.06
0.20 -0.27 0.35
0.71 0.07 0.56
0.30 0.19 -0.58
2.71 -0.35 -1.49
-0.01 0.19 -0.06

## Properties
relative energy (zero: lowest compared OMol25 entry of this formula, charge and spin)	345.58	kJ/mol
frontier orbital gap	9.34	eV
2S+1	1
SMILES string	C[C@@H](O)CCO

---

# 5
Below is 2 unconnected molecules or ions with the total composition C4H10O2, with properties calculated with ωB97M-V/def2-TZVPD.

Atoms and positions in Å:
O  -0.3048  0.4958  -1.7588
C  -0.8227  0.9683  -0.5373
C  -1.5911  -0.0790  0.2703
O  -2.9568  0.0186  -0.0818
H  0.5168  0.0317  -1.5465
H  -0.0294  1.4057  0.0867
H  -1.5299  1.7638  -0.7839
H  -1.4491  0.1011  1.3502
H  -1.1890  -1.0798  0.0434
H  -3.4495  -0.6393  0.4215
C  2.4435  -0.3440  -0.4388
C  1.6418  -0.7528  0.5402
H  2.6805  -0.9836  -1.2863
H  2.8901  0.6472  -0.4357
H  1.1736  -1.7342  0.5262
H  1.4019  -0.1141  1.3875

Atomic forces in eV per Å
0.13 -0.14 -0.07
-0.19 0.20 0.33
0.42 0.03 0.05
-0.28 -0.21 0.10
-0.17 0.04 -0.10
-0.11 -0.08 -0.14
0.06 -0.02 0.05
-0.07 0.03 -0.20
-0.09 0.19 0.00
0.01 0.08 -0.12
-0.03 -0.09 0.18
0.16 0.03 -0.11
-0.02 0.06 0.13
-0.05 -0.15 0.03
0.14 0.11 0.00
0.08 -0.10 -0.13

## Properties
relative energy (zero: lowest compared OMol25 entry of this formula, charge and spin)	195.21	kJ/mol
frontier orbital gap	10.98	eV
2S+1	1
SMILES string	OCCO.C=C

---

# 6
Below is a molecular structure, C4H10O2 at a distorted geometry, with properties calculated with ωB97M-V/def2-TZVPD.

Atoms and positions in Å:
C  1.7304  1.2688  -0.0626
C  -0.2559  -0.0661  0.0555
C  0.1115  -1.1375  1.2560
C  -1.2474  -0.5854  -0.9537
H  2.9986  0.8644  -0.4403
H  1.4549  1.2817  1.4727
H  1.3307  2.4794  -0.5703
H  -0.6190  0.8582  0.4956
H  -0.7793  -1.2377  1.8967
H  0.9740  -0.7013  1.8072
H  0.5445  -2.1174  0.8991
H  -2.0747  -1.2208  -0.5068
H  -0.7291  -1.2842  -1.7103
H  -2.5827  0.9517  -1.2549
O  0.9619  0.1892  -0.6148
O  -1.8185  0.4571  -1.7691

Atomic forces in eV per Å
0.69 0.22 0.33
1.03 -2.11 1.45
0.17 1.06 -1.29
-0.83 -1.42 -1.33
-4.01 1.96 1.63
1.21 0.19 -4.49
1.45 -3.84 1.72
-0.22 0.13 0.23
0.55 -0.28 -0.07
-0.85 -0.07 -0.08
-1.03 0.96 -0.04
0.96 0.80 -0.11
-0.54 1.11 1.24
2.47 -1.68 -1.41
0.95 1.77 0.48
-1.98 1.20 1.72

## Properties
relative energy (zero: lowest compared OMol25 entry of this formula, charge and spin)	508.75	kJ/mol
frontier orbital gap	10.23	eV
2S+1	1

---

# 7
Below is C4H10O2 in the gas phase, with properties calculated with ωB97M-V/def2-TZVPD.

Atoms and positions in Å:
C  -2.1331  -0.6436  -0.1784
C  -1.0023  0.2724  0.2817
C  0.3646  -0.2117  -0.1804
O  0.3241  -0.4570  -1.5701
C  1.4721  0.7972  0.0999
O  2.6951  0.3479  -0.4707
H  -3.0999  -0.2890  0.1935
H  -2.1709  -0.6765  -1.2704
H  -1.9852  -1.6682  0.1826
H  -1.1679  1.2860  -0.1069
H  -0.9915  0.3448  1.3776
H  0.6085  -1.1488  0.3604
H  1.2519  -0.4646  -1.8529
H  1.5770  0.9951  1.1765
H  1.2389  1.7395  -0.4063
H  2.9964  -0.4099  0.0473

Atomic forces in eV per Å
-0.04 -0.04 -0.02
0.03 0.08 0.04
-0.03 0.09 0.33
0.21 -0.05 -0.16
-0.25 0.15 0.09
0.17 -0.19 0.16
0.14 -0.05 -0.05
-0.02 -0.02 0.16
-0.02 0.14 -0.03
0.03 -0.12 0.03
0.01 0.00 -0.15
-0.05 0.10 -0.12
-0.20 -0.03 -0.08
-0.03 -0.07 -0.16
0.00 -0.11 0.08
0.05 0.12 -0.11

## Properties
relative energy (zero: lowest compared OMol25 entry of this formula, charge and spin)	58.13	kJ/mol
frontier orbital gap	10.93	eV
2S+1	1
SMILES string	CC[C@@H](O)CO

---

# 8
Below is a molecular structure, C4H10O2, with properties calculated with ωB97M-V/def2-TZVPD.

Atoms and positions in Å:
C  -1.5518  0.8366  -1.7547
O  -1.2362  0.0196  -0.6577
C  0.1167  -0.4577  -0.6964
C  0.4552  -1.1666  0.5720
C  1.5528  0.0192  1.7842
O  -0.1408  -0.3327  1.7141
H  -0.8731  1.7022  -1.8245
H  -1.4896  0.2775  -2.7010
H  -2.5754  1.1967  -1.6227
H  0.7651  0.4233  -0.8788
H  0.2559  -1.1469  -1.5435
H  -0.0627  -2.1309  0.6318
H  1.3779  0.8123  2.5310
H  2.0595  0.4382  0.9162
H  2.1080  -0.7989  2.2278
H  -0.7617  0.3081  1.3024

Atomic forces in eV per Å
-0.10 0.18 -0.24
-0.03 -0.04 0.06
0.28 -0.07 -0.01
-0.27 -0.23 -0.30
0.37 0.29 0.30
-0.08 0.15 -0.06
-0.10 -0.13 0.03
-0.02 0.06 0.14
0.15 -0.05 -0.02
-0.10 -0.10 0.05
-0.02 0.08 0.13
0.09 0.12 -0.05
-0.02 -0.11 -0.13
-0.13 -0.14 0.08
-0.13 0.10 -0.09
0.12 -0.11 0.12

## Properties
relative energy (zero: lowest compared OMol25 entry of this formula, charge and spin)	622.94	kJ/mol
frontier orbital gap	7.97	eV
2S+1	1

---

The records above give, respectively, E_tot values of -308.8549, -308.8358, -308.8077, -308.7665, -308.8238, -308.7044, -308.8760, -308.6609 Eh.